1.
{
  "formula": "C5H6O",
  "method": "ωB97M-V/def2-TZVPD",
  "elements": ["C", "C", "C", "C", "C", "O", "H", "H", "H", "H", "H", "H"],
  "coordinates": [[-1.644, 0.610, 1.766], [-0.583, 0.060, 0.927], [0.286, -0.435, 0.254], [1.303, -0.803, -0.731], [1.025, 0.035, -1.970], [1.858, 0.695, -2.533], [-1.233, 1.049, 2.680], [-2.346, -0.181, 2.045], [-2.202, 1.390, 1.237], [1.260, -1.869, -0.997], [2.314, -0.575, -0.382], [-0.037, 0.022, -2.297]],
  "forces_ev_per_angstrom": [[-0.08, 0.00, 0.07], [0.36, -0.30, -0.25], [-0.38, 0.33, 0.29], [0.10, 0.04, 0.01], [0.27, 0.17, -0.23], [-0.34, -0.28, 0.17], [-0.05, -0.08, -0.12], [0.04, 0.13, 0.02], [0.12, -0.14, 0.06], [-0.07, 0.18, 0.06], [-0.12, -0.07, -0.02], [0.15, 0.02, -0.05]],
  "total_charge": 0,
  "e_lumo_ev": 0.897,
  "e_above_lowest_kcal_mol": 38.5,
  "smiles": "CC#CCC=O"
}



2.
{
  "formula": "C6H10O",
  "method": "ωB97M-V/def2-TZVPD",
  "elements": ["C", "C", "C", "C", "C", "O", "C", "H", "H", "H", "H", "H", "H", "H", "H", "H", "H"],
  "coordinates": [[0.534, -0.447, 2.162], [0.674, -0.106, 0.692], [-0.103, 1.135, 0.163], [-0.620, 0.235, -0.945], [-0.494, 0.419, -2.380], [-1.767, 0.462, -1.729], [-0.138, -1.033, -0.256], [-0.528, -0.522, 2.428], [0.999, -1.418, 2.369], [0.996, 0.305, 2.809], [1.727, -0.055, 0.396], [-0.885, 1.467, 0.858], [0.473, 2.008, -0.160], [-0.089, 1.347, -2.780], [-0.337, -0.479, -2.979], [0.444, -1.683, -0.918], [-0.886, -1.634, 0.271]],
  "forces_ev_per_angstrom": [[0.01, 0.01, 0.08], [0.11, -0.06, 0.14], [0.00, 0.10, -0.04], [0.21, 0.01, 0.04], [0.25, 0.03, -0.26], [-0.13, -0.10, 0.04], [0.00, -0.16, -0.07], [0.17, 0.03, 0.00], [-0.05, 0.14, 0.04], [-0.03, -0.08, -0.07], [-0.15, -0.05, 0.07], [0.07, -0.16, -0.17], [-0.04, -0.15, 0.12], [-0.31, -0.02, -0.02], [0.02, 0.25, -0.02], [-0.12, -0.02, 0.20], [-0.02, 0.22, -0.07]],
  "total_charge": 0,
  "e_lumo_ev": 1.030,
  "e_above_lowest_kcal_mol": 33.9,
  "smiles": "C[C@H]1C[C@]2(CO2)C1"
}



3.
{
  "formula": "C2H3Cl2NS",
  "method": "ωB97M-V/def2-TZVPD",
  "elements": ["C", "C", "N", "S", "Cl", "Cl", "H", "H", "H"],
  "coordinates": [[1.299, -0.123, -0.545], [-1.524, -0.106, 0.056], [-0.361, 0.315, 0.650], [2.724, 0.466, 0.060], [1.070, -0.849, -1.988], [2.081, 0.997, 1.825], [-1.633, 0.439, -0.966], [-2.187, 0.067, 0.829], [-1.468, -1.205, 0.079]],
  "forces_ev_per_angstrom": [[-4.27, 0.77, 2.78], [1.44, -0.55, -2.76], [4.74, 0.16, -1.12], [1.26, 0.13, -0.67], [-0.14, -0.54, -1.15], [0.27, 0.50, 1.42], [-0.61, -1.31, 1.52], [-2.41, 1.02, 1.08], [-0.28, -0.16, -1.10]],
  "total_charge": 0,
  "e_lumo_ev": [-0.188, -0.347],
  "e_above_lowest_kcal_mol": 144.7
}



4.
{
  "formula": "C21H39N3OPdSSb2",
  "method": "ωB97M-V/def2-TZVPD",
  "elements": ["Pd", "C", "Sb", "C", "C", "C", "C", "C", "C", "C", "C", "C", "Sb", "C", "C", "H", "H", "H", "H", "H", "H", "H", "H", "H", "H", "H", "H", "H", "H", "H", "H", "H", "H", "H", "H", "C", "C", "N", "C", "N", "C", "C", "C", "N", "C", "H", "H", "H", "H", "H", "H", "H", "H", "H", "H", "H", "H", "H", "C", "S", "C", "O", "H", "H", "H", "H", "H", "H"],
  "coordinates": [[0.079, 0.125, 0.530], [4.335, -1.275, 0.156], [2.553, -0.091, -0.040], [3.043, 1.074, -1.778], [2.918, 1.511, 1.514], [3.427, 0.989, 2.782], [4.793, 0.684, 2.844], [5.379, 0.203, 3.990], [4.593, 0.004, 5.122], [3.245, 0.310, 5.090], [2.635, 0.815, 3.942], [1.210, 1.206, 4.005], [-0.180, -0.208, 3.026], [-1.878, 0.113, 4.315], [0.528, -2.118, 3.726], [5.179, -0.657, -0.117], [4.274, -2.107, -0.534], [4.465, -1.648, 1.167], [3.920, 1.686, -1.570], [2.191, 1.704, -2.026], [3.257, 0.403, -2.606], [1.968, 2.040, 1.576], [3.663, 2.130, 1.018], [5.395, 0.887, 1.969], [6.437, 0.002, 4.014], [5.049, -0.363, 6.027], [2.659, 0.201, 5.990], [1.022, 2.163, 3.516], [0.865, 1.264, 5.034], [-1.579, -0.150, 5.326], [-2.701, -0.527, 4.010], [-2.198, 1.151, 4.287], [0.373, -2.182, 4.797], [1.588, -2.219, 3.505], [-0.021, -2.920, 3.238], [-3.764, -3.573, -0.710], [-2.432, -3.593, 0.030], [-1.873, -2.252, 0.073], [-2.595, -1.126, -0.163], [-1.911, 0.001, -0.266], [-2.552, 1.251, -0.595], [-3.912, 1.022, -1.252], [-4.698, 0.030, -0.404], [-3.931, -1.191, -0.254], [-4.626, -2.457, -0.143], [-4.275, -4.527, -0.591], [-3.594, -3.404, -1.774], [-1.730, -4.259, -0.475], [-2.579, -3.957, 1.053], [-0.866, -2.139, -0.087], [-1.874, 1.792, -1.269], [-2.662, 1.854, 0.319], [-3.772, 0.615, -2.255], [-4.460, 1.960, -1.333], [-5.650, -0.212, -0.880], [-4.912, 0.460, 0.582], [-5.562, -2.386, -0.699], [-4.880, -2.661, 0.903], [0.068, 4.877, 1.207], [0.800, 3.921, -0.169], [-0.200, 4.668, -1.507], [0.246, 2.539, 0.036], [0.173, 5.933, 0.994], [0.611, 4.634, 2.114], [-0.977, 4.604, 1.320], [0.062, 5.719, -1.568], [-1.259, 4.552, -1.306], [0.056, 4.182, -2.443]],
  "forces_ev_per_angstrom": [[-2.08, -0.29, -1.31], [-0.50, -0.03, 0.00], [1.37, 1.05, 1.36], [-0.29, -0.19, 0.08], [-0.09, -0.22, -1.18], [0.26, -0.30, 0.79], [-0.30, 0.16, -0.01], [-0.14, -0.08, 0.24], [0.12, -0.02, -0.10], [0.13, -0.02, 0.02], [0.65, -0.18, -0.51], [-0.48, -0.06, -0.68], [0.96, -0.26, 1.04], [-0.14, -0.06, -0.72], [-0.19, 0.29, -0.37], [0.10, 0.25, -0.05], [-0.05, -0.17, -0.11], [-0.12, 0.04, 0.11], [-0.05, -0.08, 0.14], [0.06, -0.01, -0.01], [-0.02, -0.02, -0.03], [0.15, -0.04, -0.05], [-0.03, 0.22, 0.05], [0.10, -0.05, -0.05], [0.12, -0.05, 0.04], [-0.02, -0.03, 0.13], [-0.09, -0.06, 0.13], [-0.08, -0.02, 0.05], [-0.16, -0.06, 0.04], [0.25, -0.07, 0.00], [-0.09, -0.03, 0.00], [0.07, 0.02, -0.08], [-0.04, 0.10, 0.16], [0.03, 0.11, -0.05], [-0.03, 0.04, -0.04], [0.10, 0.05, 0.23], [-0.35, -0.41, 0.06], [0.45, 0.25, -0.29], [-0.23, -0.59, 0.31], [1.66, 0.38, 1.01], [-0.36, 0.58, -0.15], [0.17, -0.09, 0.27], [-0.14, 0.60, -0.09], [0.60, -0.02, -0.12], [-0.17, -0.57, -0.14], [0.03, -0.02, -0.01], [-0.03, 0.00, -0.04], [-0.01, 0.10, 0.11], [0.03, -0.07, -0.13], [-0.80, -0.06, 0.16], [-0.28, -0.01, 0.22], [-0.05, -0.02, -0.23], [-0.06, 0.00, -0.03], [0.03, 0.01, -0.03], [0.12, -0.06, 0.09], [-0.06, -0.03, -0.08], [0.05, 0.07, 0.03], [0.00, 0.02, -0.02], [0.39, -0.24, -0.45], [-0.89, 1.01, 0.00], [0.46, -0.22, 0.38], [-0.13, -0.65, -0.13], [0.04, 0.22, -0.01], [0.15, -0.06, 0.06], [-0.12, -0.08, -0.17], [0.06, 0.17, -0.02], [-0.12, -0.08, 0.20], [0.11, -0.10, -0.02]],
  "total_charge": 2,
  "e_lumo_ev": [-8.034, -8.035]
}



no.,total energy (eV)
1,-7327.615
2,-8429.771
3,-39486.255
4,-56302.504